The following is a DFT calculation (ωB97M-V/def2-TZVPD) of a structure of composition C4H5LuO.

⟨S²⟩: 0.82
2S+1: 2
Net charge: +3
E_HOMO (spin up / spin down): -0.7627 / -0.8273 hartree

Last column: Mulliken charge in e.
Atoms and positions in Å:
C -1.967 0.468 1.977  -0.39
C -0.923 1.048 1.348  0.07
C -0.434 0.920 0.051  -0.04
C 1.025 0.973 0.145  -0.11
O 1.598 0.086 -0.591  -0.50
Lu 2.005 -1.947 -1.333  2.23
H -2.308 0.833 2.947  0.33
H -2.523 -0.347 1.507  0.27
H -0.995 0.481 -0.774  0.41
H 1.456 1.984 0.110  0.39
H 0.328 1.127 1.810  0.33

Cartesian forces (eV/Å) of the 6 atoms listed first:
-1.9 -0.1 1.0
6.1 -0.1 -1.2
-0.5 -1.2 1.8
-2.4 1.4 -3.5
2.0 -5.1 -1.4
-0.3 3.7 1.1


The following is a DFT calculation (ωB97M-V/def2-TZVPD) of a structure of composition C18H36N2O4PbS4Si2Te.

Net charge: 0
Relative energy (zero: lowest compared OMol25 entry of this formula, charge and spin): 0.8517 eV
E_HOMO: -0.2778 hartree

Last column: Mulliken charge in e.
Atoms and positions in Å:
Pb 0.265 0.875 -0.315  1.24
S 0.614 -1.900 0.875  -0.39
C -1.000 -2.567 0.740  0.87
C -1.269 -3.754 1.445  -0.42
C -2.423 -4.471 1.234  -1.08
C -3.334 -4.000 0.284  -0.53
C -3.074 -2.850 -0.432  -0.74
C -1.900 -2.094 -0.244  0.06
S -1.718 -0.701 -1.302  -0.43
H -0.526 -4.114 2.145  0.56
H -2.610 -5.384 1.782  0.40
H -4.251 -4.545 0.093  0.36
H -3.780 -2.509 -1.179  0.46
N 2.234 0.110 -1.788  -0.26
N 3.454 -0.162 -1.145  -0.36
C 3.602 -0.091 0.253  0.14
O 4.731 -0.142 0.712  -0.72
O 2.486 -0.014 0.899  -0.47
H 1.969 -0.663 -2.391  0.21
H 2.272 0.967 -2.338  0.31
H 4.300 -0.020 -1.673  0.25
C 1.729 1.646 5.824  -1.01
Si 2.521 2.084 4.183  0.01
C 4.107 1.151 3.925  -0.93
C 2.765 3.930 4.065  -1.07
C 1.300 1.635 2.792  -0.79
Te 0.970 -0.469 2.871  0.69
C -1.023 -0.107 3.539  -0.70
Si -2.124 -1.446 4.308  0.17
C -2.879 -0.650 5.825  -1.18
C -3.484 -1.926 3.124  -0.75
C -1.044 -2.862 4.883  -0.91
H 2.400 1.925 6.643  0.37
H 1.529 0.575 5.932  0.30
H 0.789 2.187 5.971  0.32
H 4.862 1.532 4.620  0.38
H 4.487 1.251 2.905  0.30
H 4.001 0.081 4.116  0.31
H 3.431 4.274 4.863  0.34
H 1.819 4.469 4.161  0.34
H 3.218 4.205 3.109  0.33
H 1.761 1.873 1.838  0.41
H 0.326 2.123 2.875  0.69
H -1.526 0.471 2.755  0.33
H -0.791 0.609 4.340  0.51
H -3.449 0.246 5.564  0.32
H -2.108 -0.365 6.548  0.32
H -3.563 -1.345 6.323  0.32
H -4.396 -1.374 3.371  0.44
H -3.716 -2.991 3.176  0.33
H -3.228 -1.698 2.086  0.11
H -0.415 -2.535 5.718  0.30
H -0.385 -3.253 4.107  0.20
H -1.661 -3.691 5.240  0.33
C -2.871 2.831 0.603  -0.51
O -1.455 2.972 0.722  -0.40
H -3.209 2.261 1.468  0.19
H -3.147 2.295 -0.306  0.19
H -3.365 3.804 0.611  0.27
H -1.120 3.444 -0.057  0.23
C -0.906 0.847 -4.544  -0.79
O -0.012 1.494 -3.626  -0.23
C -0.499 2.510 -2.876  0.13
S -2.086 2.947 -2.909  -0.23
S 0.732 3.227 -1.883  -0.36
H -0.304 0.092 -5.040  0.24
H -1.288 1.570 -5.261  0.36
H -1.736 0.391 -4.011  0.32

Cartesian forces (eV/Å) of the 6 atoms listed first:
0.2 0.2 0.1
0.0 0.2 -0.1
-0.1 -0.1 0.0
0.1 0.0 0.0
-0.1 0.0 -0.1
0.1 0.0 0.0


The following is a DFT calculation (ωB97M-V/def2-TZVPD) of a cluster of 9 separate species, C54H45F9 in total.

SMILES: Fc1ccccc1.Fc1ccccc1.Fc1ccccc1.Fc1ccccc1.Fc1ccccc1.Fc1ccccc1.Fc1ccccc1.Fc1ccccc1.Fc1ccccc1
Net charge: 0
Relative energy (zero: lowest compared OMol25 entry of this formula, charge and spin): 2.6832 eV
E_HOMO: -0.3300 hartree

Last column: Mulliken charge in e.
Atoms and positions in Å:
F 9.328 3.156 -1.479  -0.30
C 8.075 2.754 -1.263  0.24
C 7.879 1.552 -0.542  -0.47
C 6.619 1.079 -0.332  -0.47
C 5.491 1.775 -0.872  -0.31
C 5.690 2.928 -1.553  -0.28
C 6.963 3.416 -1.819  -0.45
H 8.764 1.077 -0.144  0.40
H 6.561 0.192 0.283  0.41
H 4.463 1.474 -0.740  0.39
H 4.834 3.503 -1.873  0.40
H 7.039 4.370 -2.320  0.43
F -1.438 -4.097 1.251  -0.13
C -1.641 -3.294 2.328  0.68
C -2.945 -3.260 2.926  -0.56
C -3.037 -2.439 4.056  -0.51
C -2.023 -1.683 4.473  -0.64
C -0.781 -1.586 3.796  -0.78
C -0.567 -2.512 2.770  0.54
H -3.759 -3.841 2.520  0.41
H -3.987 -2.425 4.569  0.44
H -2.089 -1.151 5.410  0.38
H -0.010 -0.874 4.050  0.48
H 0.364 -2.323 2.255  -0.30
F -2.392 -0.208 -0.011  -0.17
C -1.218 0.288 -0.469  0.01
C -0.069 -0.478 -0.483  0.90
C 1.119 0.085 -0.921  -0.97
C 1.188 1.393 -1.381  -0.77
C 0.006 2.124 -1.498  -0.60
C -1.171 1.597 -0.935  -0.71
H 0.003 -1.499 -0.138  0.43
H 2.052 -0.459 -0.919  0.42
H 2.060 1.861 -1.813  0.53
H -0.033 3.122 -1.910  0.47
H -2.045 2.230 -0.991  0.50
F -1.304 4.355 -0.197  -0.22
C -0.745 5.266 0.626  0.51
C 0.245 4.916 1.543  -0.25
C 0.846 5.885 2.345  -0.62
C 0.519 7.216 2.129  -0.55
C -0.536 7.547 1.235  -0.34
C -1.161 6.604 0.456  -0.53
H 0.549 3.882 1.607  0.48
H 1.769 5.692 2.872  0.35
H 0.851 7.990 2.806  0.39
H -0.829 8.584 1.175  0.36
H -1.977 6.867 -0.201  0.42
F 2.357 -1.198 1.769  -0.29
C 2.860 -2.513 1.700  0.18
C 2.183 -3.569 1.008  0.68
C 2.732 -4.870 1.051  -0.83
C 4.009 -5.100 1.570  -0.44
C 4.764 -4.075 2.154  -0.57
C 4.101 -2.836 2.330  -0.56
H 1.237 -3.429 0.506  0.27
H 2.240 -5.710 0.583  0.36
H 4.408 -6.101 1.628  0.37
H 5.759 -4.307 2.504  0.40
H 4.551 -2.001 2.846  0.43
F 4.459 7.317 -2.361  -0.32
C 3.510 6.572 -2.898  0.11
C 2.164 6.545 -2.440  -0.32
C 1.195 5.822 -3.095  -0.48
C 1.613 5.007 -4.160  -0.43
C 2.954 4.969 -4.567  -0.53
C 3.878 5.782 -3.972  -0.20
H 1.883 7.293 -1.714  0.44
H 0.149 5.954 -2.860  0.51
H 0.916 4.447 -4.767  0.40
H 3.193 4.276 -5.360  0.39
H 4.879 5.866 -4.368  0.43
F -6.601 -1.478 -2.939  -0.35
C -5.900 -2.267 -2.101  0.76
C -6.471 -3.415 -1.710  -0.52
C -5.760 -4.227 -0.820  -0.57
C -4.452 -3.872 -0.381  -0.62
C -3.839 -2.740 -0.859  0.24
C -4.569 -1.851 -1.698  -0.82
H -7.471 -3.594 -2.078  0.45
H -6.140 -5.184 -0.492  0.39
H -3.895 -4.565 0.232  0.50
H -2.810 -2.541 -0.599  0.14
H -4.206 -0.867 -1.954  0.36
F 2.491 -5.367 -4.291  -0.31
C 1.600 -5.480 -3.340  0.33
C 1.488 -6.779 -2.715  -0.28
C 0.526 -7.010 -1.735  -0.76
C -0.156 -5.869 -1.265  -0.27
C -0.027 -4.543 -1.834  -0.01
C 0.819 -4.420 -2.949  -0.68
H 2.099 -7.603 -3.052  0.42
H 0.427 -7.996 -1.305  0.38
H -0.730 -6.040 -0.366  0.42
H -0.429 -3.664 -1.353  0.36
H 0.967 -3.477 -3.453  0.43
F -7.367 0.553 5.187  -0.32
C -6.853 0.157 3.991  0.11
C -7.721 -0.195 2.964  -0.20
C -7.281 -0.597 1.736  -0.68
C -5.900 -0.533 1.522  -0.10
C -4.962 -0.098 2.509  -0.69
C -5.505 0.229 3.752  -0.40
H -8.762 -0.116 3.238  0.40
H -7.919 -0.901 0.920  0.43
H -5.488 -0.837 0.571  0.39
H -3.893 -0.118 2.361  0.60
H -4.825 0.517 4.540  0.42

Cartesian forces (eV/Å) of the 6 atoms listed first:
0.2 0.4 0.0
-2.0 -0.9 -0.5
1.0 1.6 -0.6
-1.3 0.3 -0.3
0.7 -1.5 1.2
0.2 0.7 -0.5


The following is a DFT calculation (ωB97M-V/def2-TZVPD) of a structure of composition C35H41BrN6O3Se2SiTl.

Net charge: -1
Relative energy (zero: lowest compared OMol25 entry of this formula, charge and spin): 0.1529 eV
E_HOMO: -0.1372 hartree

Last column: Mulliken charge in e.
Atoms and positions in Å:
Tl 1.704 2.349 0.494  0.88
Br -5.263 -4.127 -4.480  -0.24
C -3.903 -2.956 -5.107  0.10
C -3.628 -1.787 -4.411  -0.68
C -2.645 -0.933 -4.871  0.28
C -1.938 -1.214 -6.049  -0.04
C -2.236 -2.397 -6.725  -0.31
C -3.206 -3.270 -6.259  -0.47
N -1.104 -0.275 -6.695  -1.01
N -0.333 0.504 -6.059  -0.19
C 0.155 0.316 -4.794  0.06
C 0.274 -0.976 -4.258  0.42
C 0.971 -1.486 -3.185  -2.06
C 1.750 -0.654 -2.376  0.88
O 2.624 -0.964 -1.436  -0.39
C 1.324 1.747 -2.981  0.93
N 1.582 2.890 -2.380  -0.02
C 1.183 4.027 -2.958  -0.77
C 0.509 4.025 -4.156  -0.66
C 0.201 2.801 -4.746  -1.26
C 0.596 1.597 -4.177  0.63
H -4.172 -1.551 -3.507  0.47
H -2.420 -0.030 -4.319  0.33
H -1.692 -2.619 -7.634  0.37
H -3.421 -4.187 -6.792  0.40
H -0.207 -1.741 -4.854  0.44
H 1.003 -2.548 -3.001  0.48
H 1.407 4.941 -2.424  0.39
H 0.206 4.953 -4.619  0.39
H -0.364 2.761 -5.667  0.48
O -0.862 2.536 -0.434  -0.71
C -0.940 1.290 -0.455  0.07
O -0.085 0.489 -0.009  -0.48
H -1.851 0.845 -0.912  0.28
N 1.854 0.659 -2.289  0.81
C 2.776 0.520 -1.145  -0.72
C 4.585 0.121 1.576  -0.56
Si 5.632 0.040 0.038  0.46
C 7.265 0.914 0.308  -1.11
C 5.970 -1.733 -0.459  -1.05
Se 4.588 1.104 -1.694  -0.24
H 5.179 -0.097 2.467  0.47
H 3.751 -0.580 1.532  -0.03
H 4.161 1.120 1.689  0.07
H 7.888 0.334 0.992  0.33
H 7.110 1.904 0.738  0.29
H 7.811 1.034 -0.628  0.31
H 6.765 -2.177 0.145  0.37
H 6.274 -1.760 -1.507  0.30
H 5.074 -2.346 -0.359  0.26
C 0.480 -4.595 2.093  -1.12
C 0.874 -3.701 3.265  -0.47
C -0.094 -2.544 3.499  -0.25
C -0.068 -1.534 2.362  -0.94
N -0.938 -0.401 2.612  1.26
C -0.532 0.785 3.125  -1.25
Se 1.112 1.133 3.862  -0.12
N -1.582 1.643 3.036  1.57
C -1.540 3.068 3.334  -1.29
C -2.368 3.463 4.552  -0.58
C -1.847 2.943 5.895  -0.45
C -2.192 1.485 6.186  -0.84
C -2.655 1.004 2.442  0.02
C -3.914 1.453 2.084  -0.95
C -4.755 0.544 1.459  -0.84
C -4.345 -0.766 1.199  -0.82
C -3.079 -1.210 1.550  -0.74
C -2.243 -0.299 2.174  0.77
H 1.176 -5.426 1.977  0.40
H 0.470 -4.048 1.150  0.23
H -0.517 -5.015 2.245  0.29
H 1.877 -3.296 3.098  0.28
H 0.931 -4.303 4.175  0.36
H 0.172 -2.016 4.419  0.20
H -1.112 -2.927 3.627  0.29
H -0.384 -1.965 1.412  0.45
H 0.938 -1.134 2.225  -0.13
H -1.871 3.587 2.433  0.38
H -0.489 3.315 3.491  0.56
H -3.406 3.141 4.418  0.29
H -2.382 4.556 4.569  0.43
H -2.272 3.565 6.688  0.39
H -0.763 3.074 5.934  0.22
H -3.270 1.320 6.118  0.30
H -1.872 1.206 7.191  0.37
H -1.700 0.805 5.493  0.02
H -4.220 2.475 2.256  0.44
H -5.742 0.862 1.152  0.41
H -5.025 -1.445 0.703  0.44
H -2.754 -2.217 1.330  0.49

Cartesian forces (eV/Å) of the 6 atoms listed first:
-0.1 -0.1 -0.1
0.0 0.0 0.0
0.0 0.0 -0.1
0.0 0.0 0.0
-0.2 0.1 -0.1
-0.2 -0.2 -0.1


The following is a DFT calculation (ωB97M-V/def2-TZVPD) of a cluster of 2 separate species, C7H17NO in total.

SMILES: CCN(C)C(C)=O.CC
Net charge: 0
Relative energy (zero: lowest compared OMol25 entry of this formula, charge and spin): 1.7255 eV
E_HOMO: -0.3286 hartree

Last column: Mulliken charge in e.
Atoms and positions in Å:
C 2.131 0.147 -0.988  -0.21
C 3.449 -0.289 -0.229  -1.55
C 0.946 -0.003 1.236  -1.19
C 0.247 2.001 -1.978  -1.27
C 0.206 1.560 -0.535  0.73
O -0.795 1.735 0.151  -0.63
N 1.117 0.643 -0.068  0.21
H 2.465 0.926 -1.651  0.31
H 1.882 -0.809 -1.460  0.22
H 3.766 0.649 0.228  0.39
H 4.243 -0.498 -0.943  0.40
H 0.425 -0.929 0.982  0.41
H -0.391 2.890 -1.967  0.38
H 3.192 -1.162 0.354  0.43
H 1.926 -0.256 1.616  0.36
H 0.382 0.648 1.889  0.33
H 1.195 2.390 -2.313  0.43
H -0.411 1.332 -2.530  0.27
C -3.077 -0.682 0.636  -0.56
C -3.411 -2.037 1.304  -0.99
H -2.085 -0.727 0.195  0.05
H -3.913 -0.485 -0.021  0.37
H -2.983 0.036 1.448  0.22
H -2.901 -2.141 2.267  0.28
H -3.148 -2.950 0.776  0.29
H -4.459 -1.989 1.602  0.32

Cartesian forces (eV/Å) of the 6 atoms listed first:
2.0 -1.4 1.5
-1.1 1.5 -1.3
-0.1 -0.1 -1.6
-1.1 1.8 1.2
-1.1 -2.4 1.0
0.0 1.1 -0.1


The following is a DFT calculation (ωB97M-V/def2-TZVPD) of the ion CH2NO with charge +1.

SMILES: C=[N+]=O
Net charge: +1
Relative energy (zero: lowest compared OMol25 entry of this formula, charge and spin): 0.3055 eV
E_HOMO: -0.6722 hartree

Last column: Mulliken charge in e.
Atoms and positions in Å:
C -0.253 0.317 -0.308  -0.07
N 0.501 -0.479 0.360  0.57
O 1.041 -1.106 1.097  -0.15
H -0.140 0.827 -1.334  0.34
H -1.150 0.441 0.185  0.31

Atomic forces in eV per Å
3.0 -1.1 -1.1
-2.9 3.5 -3.1
1.4 -1.5 1.3
0.6 -1.2 1.6
-2.2 0.3 1.3


The following is a DFT calculation (ωB97M-V/def2-TZVPD) of a cluster of 7 separate species, C3H20O7 in total.

SMILES: CC(C)O.O.O.O.O.O.O
Net charge: 0
Relative energy (zero: lowest compared OMol25 entry of this formula, charge and spin): 1.5929 eV
E_HOMO: -0.3791 hartree

Last column: Mulliken charge in e.
Atoms and positions in Å:
O -21.040 -15.257 2.995  -0.64
H -20.420 -14.532 3.078  0.32
H -21.688 -15.098 3.681  0.32
O -21.330 -20.353 -0.188  -0.64
H -20.794 -20.204 0.591  0.32
H -21.384 -19.496 -0.610  0.32
O -21.759 -15.832 -2.476  -0.63
H -22.038 -15.078 -1.956  0.31
H -21.913 -15.568 -3.383  0.32
O -21.224 -12.413 -8.862  -0.64
H -20.350 -12.750 -8.665  0.32
H -21.793 -12.830 -8.215  0.32
O -18.793 -15.496 -6.713  -0.63
H -18.175 -14.765 -6.687  0.32
H -18.754 -15.874 -5.834  0.32
O -24.760 -14.423 -6.346  -0.63
H -25.386 -14.918 -6.875  0.32
H -25.289 -14.029 -5.653  0.32
C -20.038 -10.018 -1.370  -1.27
C -18.722 -9.956 -2.125  0.74
C -18.661 -9.055 -3.206  -1.44
O -17.760 -9.577 -1.155  -0.55
H -20.020 -10.570 -0.431  0.34
H -20.749 -10.621 -1.935  0.35
H -20.327 -9.013 -1.062  0.31
H -18.352 -10.929 -2.450  0.15
H -19.299 -9.312 -4.051  0.34
H -17.641 -9.079 -3.590  0.40
H -18.867 -8.020 -2.934  0.33
H -17.021 -9.188 -1.629  0.29

Cartesian forces (eV/Å) of the 6 atoms listed first:
0.0 -0.2 -0.2
0.2 0.2 0.0
-0.2 0.0 0.2
-0.1 -0.2 -0.1
0.1 0.0 0.2
0.0 0.2 -0.2


The following is a DFT calculation (ωB97M-V/def2-TZVPD) of an isolated molecule of C3Br2O.

SMILES: O=c1c(Br)c1Br
Net charge: 0
Relative energy (zero: lowest compared OMol25 entry of this formula, charge and spin): 0.3086 eV
E_HOMO: -0.3588 hartree

Last column: Mulliken charge in e.
Atoms and positions in Å:
C 0.615 -0.242 0.112  -0.05
C -0.713 -0.267 0.131  -0.09
C 0.069 1.030 0.026  0.74
O 0.135 2.202 -0.178  -0.50
Br 2.033 -1.328 -0.053  -0.06
Br -2.139 -1.395 -0.037  -0.05

Atomic forces in eV per Å
-0.1 -0.7 0.2
0.3 1.6 -0.1
-1.2 0.3 -0.4
-0.1 -0.3 0.3
1.2 -0.8 -0.1
-0.2 -0.1 0.1


| no. | F_max (Eh/bohr) |
| --- | --- |
| 1 | 0.1215 |
| 2 | 0.0061 |
| 3 | 0.0756 |
| 4 | 0.0110 |
| 5 | 0.0550 |
| 6 | 0.1064 |
| 7 | 0.0788 |
| 8 | 0.0315 |